[1]
Computed, not measured: a molecular structure, C10H21BrF2InO2, with ωB97M-V/def2-TZVPD.

Results
E_HOMO in eV: -5.09
ΔE to the lowest compared entry with this formula, charge and spin in kJ/mol: 11.6
Charge: -1
Orbital gap in eV: 7.47

Geometry as XYZ:
```
37
Properties=species:S:1:pos:R:3:lowdin_charge:R:1
F 3.75 -0.28 4.49 -0.115
C 3.81 0.26 3.18 -0.298
C 2.80 1.37 3.00 -0.285
In 3.64 3.25 2.24 0.344
F 5.59 3.20 2.75 -0.555
Br 3.50 3.40 -0.36 -0.171
H 4.84 0.57 3.05 0.084
H 3.60 -0.57 2.51 0.086
H 2.38 1.59 3.98 0.029
H 1.99 1.02 2.36 0.010
H 2.92 4.69 2.92 -0.113
C 1.34 -1.37 -1.46 -0.164
C 0.12 -1.92 -0.72 -0.172
C 0.71 -2.22 0.65 -0.207
O 1.74 -1.26 0.86 -0.157
C 2.02 -0.57 -0.36 -0.198
H 1.09 -0.76 -2.32 0.109
H 1.99 -2.19 -1.80 0.109
H -0.65 -1.16 -0.65 0.090
H -0.32 -2.80 -1.19 0.109
H 1.15 -3.23 0.69 0.113
H -0.02 -2.14 1.46 0.115
H 1.62 0.45 -0.30 0.106
H 3.11 -0.50 -0.48 0.120
C -4.70 0.05 -2.74 -0.172
C -4.72 0.79 -1.41 -0.170
C -3.74 -0.04 -0.58 -0.200
O -2.78 -0.56 -1.51 -0.159
C -3.24 -0.36 -2.85 -0.204
H -5.03 0.65 -3.59 0.108
H -5.34 -0.84 -2.69 0.111
H -4.33 1.81 -1.54 0.114
H -5.70 0.85 -0.95 0.108
H -4.24 -0.88 -0.09 0.117
H -3.21 0.54 0.17 0.121
H -2.64 0.43 -3.31 0.120
H -3.08 -1.28 -3.41 0.116
```

***

[2]
Computed, not measured: a molecular structure, C8H9O5PY, with ωB97M-V/def2-TZVPD.

Results
E_HOMO in eV: -21.06
ΔE to the lowest compared entry with this formula, charge and spin in kJ/mol: 0.0
Charge: +3
Orbital gap in eV: 6.93

Geometry as XYZ:
```
24
Properties=species:S:1:pos:R:3:lowdin_charge:R:1
O 0.17 3.57 -1.73 0.248
C 0.18 2.42 -1.75 0.023
Y 0.17 0.00 -1.35 0.940
O 0.17 0.01 -5.12 0.224
C 0.16 0.01 -3.97 0.036
C 0.18 -2.40 -1.73 0.021
O 0.16 -3.54 -1.73 0.255
C -2.23 0.02 -1.71 0.021
O -3.37 0.01 -1.73 0.257
C 2.57 0.01 -1.68 0.010
O 3.72 0.01 -1.74 0.246
C 1.03 -0.16 2.87 -0.203
P 0.28 -0.05 1.26 0.691
C -0.87 -1.47 1.28 -0.246
C -0.51 1.60 1.33 -0.249
H 1.51 -1.16 2.91 0.091
H 0.14 -0.06 3.54 0.096
H 1.73 0.69 2.94 0.091
H -1.29 -1.50 2.31 0.097
H -1.69 -1.50 0.53 0.045
H -0.28 -2.41 1.13 0.079
H -0.90 1.71 2.36 0.096
H 0.27 2.39 1.19 0.082
H -1.32 1.83 0.60 0.051
```

***

[3]
Computed, not measured: 8 unconnected molecules or ions with the total composition C20H60N12O8, with ωB97M-V/def2-TZVPD.

Results
E_HOMO in eV: -9.30
ΔE to the lowest compared entry with this formula, charge and spin in kJ/mol: 700.1
Orbital gap in eV: 9.61
Structure (SMILES): COC[C@H](C)N.COC[C@H](C)N.COC[C@H](C)N.COC[C@H](C)N.NC(N)=O.NC(N)=O.NC(N)=O.NC(N)=O

Geometry as XYZ:
```
100
Properties=species:S:1:pos:R:3:lowdin_charge:R:1
C -1.34 -1.99 -1.85 -0.809
O -0.96 -3.15 -1.72 0.021
N -1.79 -1.40 -2.88 0.173
N -1.15 -1.14 -0.87 0.146
H -2.08 -0.44 -2.73 0.114
H -2.17 -1.97 -3.62 0.129
H -1.58 -0.23 -0.87 0.107
H -0.82 -1.61 -0.04 0.120
C -4.30 -5.99 -6.70 -0.733
O -5.00 -6.58 -5.83 -0.014
N -2.97 -5.92 -6.72 0.148
N -4.80 -5.19 -7.61 0.145
H -2.45 -6.29 -5.93 0.119
H -2.50 -5.45 -7.47 0.101
H -5.79 -5.29 -7.42 0.123
H -4.18 -4.76 -8.28 0.111
C -0.30 -10.37 -0.93 -0.816
O 0.05 -10.04 -2.01 0.066
N -0.30 -9.50 0.07 0.152
N -0.57 -11.59 -0.57 0.157
H -0.50 -9.90 0.97 0.098
H -0.07 -8.52 -0.08 0.118
H -0.68 -12.25 -1.33 0.117
H -0.62 -11.97 0.36 0.108
C 5.03 -6.15 -5.41 -0.855
O 5.89 -5.86 -6.19 0.048
N 4.45 -7.31 -5.31 0.169
N 4.56 -5.27 -4.63 0.166
H 4.46 -7.94 -6.10 0.124
H 3.76 -7.32 -4.57 0.104
H 5.04 -4.40 -4.48 0.132
H 3.69 -5.53 -4.18 0.113
C 9.85 -1.46 5.27 -0.050
C 10.13 -2.22 3.91 -0.420
C 8.89 -2.31 2.99 -0.189
O 8.52 -1.04 2.43 -0.221
C 7.31 -0.88 1.63 -0.088
N 11.33 -1.81 3.19 0.039
H 8.91 -1.60 5.81 0.070
H 9.84 -0.40 5.03 0.068
H 10.67 -1.74 5.93 0.069
H 10.29 -3.24 4.27 0.123
H 8.04 -2.48 3.65 0.115
H 9.03 -2.97 2.14 0.120
H 7.30 -1.48 0.71 0.074
H 7.19 0.10 1.18 0.078
H 6.39 -1.09 2.17 0.078
H 11.33 -2.37 2.35 0.065
H 11.23 -0.86 2.86 0.067
C -4.97 1.34 4.63 -0.064
C -4.95 2.86 4.77 -0.468
C -4.61 3.53 6.10 -0.196
O -4.94 4.95 6.08 -0.196
C -4.47 5.57 7.27 -0.107
N -3.99 3.30 3.84 0.019
H -5.78 0.89 5.21 0.072
H -4.05 0.98 5.09 0.075
H -5.03 0.96 3.61 0.080
H -5.92 3.18 4.40 0.141
H -3.56 3.45 6.39 0.116
H -5.12 3.00 6.90 0.119
H -5.01 5.29 8.18 0.087
H -4.71 6.62 7.11 0.086
H -3.39 5.42 7.26 0.087
H -3.11 3.05 4.27 0.073
H -3.96 4.31 3.85 0.073
C -5.10 4.65 -5.31 -0.057
C -6.09 3.56 -4.99 -0.445
C -6.42 2.55 -6.10 -0.202
O -6.88 3.27 -7.24 -0.198
C -7.53 2.43 -8.16 -0.116
N -5.59 2.80 -3.86 0.016
H -4.06 4.32 -5.23 0.078
H -5.10 5.29 -4.43 0.075
H -5.35 5.10 -6.27 0.080
H -7.07 3.95 -4.70 0.134
H -7.16 1.78 -5.88 0.108
H -5.58 1.91 -6.37 0.125
H -8.08 1.62 -7.68 0.084
H -6.77 2.27 -8.92 0.097
H -8.39 2.99 -8.52 0.085
H -5.74 3.33 -3.02 0.072
H -6.04 1.90 -3.74 0.065
C 3.54 5.04 5.14 -0.066
C 2.26 5.44 4.47 -0.483
C 2.39 6.73 3.71 -0.278
O 1.13 7.12 3.40 -0.178
C 1.11 8.37 2.75 -0.089
N 1.81 4.37 3.60 0.054
H 3.64 5.63 6.06 0.081
H 4.27 5.15 4.34 0.082
H 3.60 4.02 5.52 0.080
H 1.48 5.62 5.22 0.140
H 3.03 6.50 2.85 0.130
H 2.90 7.53 4.25 0.132
H 1.46 9.16 3.41 0.093
H 0.16 8.53 2.23 0.093
H 1.79 8.33 1.90 0.084
H 2.58 4.22 2.96 0.067
H 1.20 4.97 3.06 0.058
```

***

[4]
Computed, not measured: a molecular structure, C6H6OS, with ωB97M-V/def2-TZVPD.

Results
E_HOMO in eV: -8.89
ΔE to the lowest compared entry with this formula, charge and spin in kJ/mol: 284.2
Orbital gap in eV: 8.71

Geometry as XYZ:
```
14
Properties=species:S:1:pos:R:3:lowdin_charge:R:1
C 1.41 1.45 -1.00 -0.153
C 0.57 0.42 -0.40 -0.282
C 0.48 -0.76 -1.03 -0.019
C -0.33 -1.57 0.04 -0.573
C 0.33 -0.96 1.33 -0.167
C -0.35 0.35 0.80 -0.399
H 1.64 1.13 -2.03 0.125
H 0.76 -1.04 -1.95 0.081
H -0.30 -2.73 -0.17 0.148
H 1.47 -1.00 1.28 0.143
H -0.20 -1.39 2.12 0.071
H -0.78 1.12 1.45 0.112
O 1.67 2.56 -0.39 -0.018
S -1.79 -0.64 0.25 0.931
```

***

[5]
Computed, not measured: 3 unconnected molecules or ions with the total composition C24H25INO3P, with ωB97M-V/def2-TZVPD.

Results
E_HOMO in eV: -8.81
Orbital gap in eV: 7.73
Structure (SMILES): CCCCc1ccc(P(O)I)c2c1C(=O)NC2=O.c1ccccc1.c1ccccc1

Geometry as XYZ:
```
55
Properties=species:S:1:pos:R:3:lowdin_charge:R:1
C -3.92 -0.54 1.12 -0.109
C -4.35 0.34 -0.12 -0.244
C -3.48 0.14 -1.42 -0.201
C -3.06 -1.37 -1.72 -0.125
C -1.58 -1.58 -1.20 -0.120
C -0.49 -0.83 -1.86 0.003
C 0.89 -1.02 -1.39 -0.070
C 1.20 -1.92 -0.24 -0.398
P 2.97 -2.08 0.31 0.546
O 3.17 -3.16 1.57 -0.406
I 3.45 0.14 1.34 0.416
C 0.12 -2.65 0.39 -0.043
C -1.30 -2.50 -0.11 -0.007
C -2.23 -3.44 0.71 -0.386
O -3.41 -3.66 0.64 0.096
N -1.36 -4.11 1.62 0.137
C 0.02 -3.64 1.56 -0.353
O 0.72 -4.07 2.44 0.107
H -4.29 -0.02 2.04 0.077
H -2.81 -0.67 1.24 0.074
H -4.48 -1.51 1.06 0.066
H -4.26 1.43 0.17 0.100
H -5.44 0.16 -0.33 0.106
H -2.58 0.81 -1.39 0.101
H -4.14 0.45 -2.29 0.101
H -3.00 -1.48 -2.84 0.115
H -3.75 -2.14 -1.29 0.111
H -0.76 -0.16 -2.71 0.117
H 1.70 -0.47 -1.92 0.103
H 3.11 -2.72 2.45 0.036
H -1.50 -5.11 1.47 0.158
C -3.23 3.79 -3.19 -0.100
C -4.59 3.53 -3.29 -0.101
C -5.29 3.94 -4.42 -0.095
C -4.63 4.61 -5.44 -0.097
C -3.27 4.87 -5.34 -0.098
C -2.57 4.46 -4.21 -0.098
H -2.68 3.47 -2.31 0.095
H -5.11 3.00 -2.50 0.095
H -6.36 3.74 -4.50 0.101
H -5.18 4.93 -6.32 0.100
H -2.75 5.39 -6.14 0.100
H -1.51 4.67 -4.12 0.100
C 8.68 -0.75 5.19 -0.099
C 8.74 0.56 4.72 -0.099
C 7.73 1.05 3.90 -0.095
C 6.66 0.24 3.56 -0.116
C 6.60 -1.06 4.03 -0.096
C 7.61 -1.56 4.84 -0.096
H 9.47 -1.13 5.83 0.099
H 9.58 1.20 4.99 0.099
H 7.79 2.07 3.53 0.100
H 5.87 0.62 2.92 0.002
H 5.76 -1.70 3.77 0.089
H 7.56 -2.58 5.21 0.100
```

***

[6]
Computed, not measured: a molecular structure, C21H28N3O2V, with ωB97M-V/def2-TZVPD.

Results
E_HOMO (alpha / beta) in eV: -2.09 / -4.25
ΔE to the lowest compared entry with this formula, charge and spin in kJ/mol: 0.0
Charge: -1
Orbital gap (alpha / beta) in eV: 4.35 / 6.51
2S+1: 4

Geometry as XYZ:
```
55
Properties=species:S:1:pos:R:3:lowdin_charge:R:1
O -0.80 0.47 -1.81 -0.071
C 0.49 0.99 -2.24 -0.199
C -0.03 2.36 -2.64 -0.061
H 0.97 0.37 -2.97 0.064
H 1.16 0.99 -1.39 0.102
C -1.31 1.84 -1.93 -0.544
H -0.10 2.51 -3.73 0.104
H 0.53 3.19 -2.13 0.124
C -2.68 1.76 -2.57 -0.015
H -2.69 1.03 -3.40 0.080
H -3.05 2.72 -2.93 0.082
H -3.36 1.36 -1.80 0.092
C -1.34 2.54 -0.57 -0.025
H -0.34 2.54 -0.10 0.071
H -1.98 2.00 0.12 0.045
H -1.66 3.60 -0.68 0.106
V 0.13 -0.01 3.08 0.611
C 1.05 1.99 3.76 -0.174
C 2.17 1.10 3.91 -0.199
C 2.42 0.49 2.63 -0.183
H 2.75 0.98 4.82 0.095
C 1.48 1.01 1.69 -0.202
C 0.66 1.98 2.38 -0.225
H -0.02 2.67 1.90 0.083
H 0.65 2.67 4.53 0.103
H 3.21 -0.22 2.41 0.095
H 1.46 0.77 0.63 0.076
C -1.87 -0.83 4.07 -0.167
C -1.96 0.51 3.57 -0.186
C -1.85 0.41 2.14 -0.209
H -2.19 1.42 4.14 0.107
C -1.41 -0.91 1.79 -0.188
C -1.52 -1.70 2.98 -0.171
H -1.44 -2.79 3.00 0.099
H -2.14 -1.15 5.08 0.101
H -2.30 1.11 1.44 0.070
H -1.15 -1.24 0.78 0.103
O 0.23 -1.53 -3.28 -0.169
C 0.00 -0.84 -4.56 -0.187
C 0.63 -1.63 -5.72 -0.157
H 0.48 0.17 -4.58 0.100
H -1.08 -0.64 -4.67 0.121
C 1.53 -2.68 -5.03 -0.161
H 1.19 -1.00 -6.42 0.107
H -0.17 -2.11 -6.29 0.100
C 1.23 -2.57 -3.53 -0.171
H 2.58 -2.44 -5.20 0.102
H 1.35 -3.69 -5.41 0.102
H 2.15 -2.26 -3.01 0.115
H 0.88 -3.50 -3.05 0.120
N 0.90 -1.20 4.50 0.051
C 1.24 -2.03 5.28 -0.308
N 1.62 -3.08 5.84 0.055
C 1.63 -3.50 7.07 -0.444
N 1.70 -4.00 8.14 0.029
```

***

| no. | electronic energy (eV) |
| --- | --- |
| 1 | -95459.1205 |
| 2 | -28979.0040 |
| 3 | -55970.7849 |
| 4 | -19198.1230 |
| 5 | -50314.9689 |
| 6 | -56481.3193 |